# 1
Molecular formula: C5H15NO
Method: DFT, wB97M-V/def2-TZVPD

Output
Calculated total energy in eV: -8965.616
Highest occupied orbital energy in eV: -9.14
SMILES: CC[C@@H](C)NC.O
Energy above the lowest of the compared OMol25 structures with the same formula, charge and spin in kJ/mol: 71.7

Cartesian coordinates (Å):
C1 2.47998 0.82170 0.52488
C2 1.01606 0.85751 0.10292
C3 0.21845 -0.35429 0.54253
C4 0.30275 -0.60530 2.06807
N1 -1.16922 -0.23285 0.07395
C5 -1.85243 -1.51564 -0.17883
H1 2.61151 1.19548 1.53924
H2 3.08478 1.45389 -0.12402
H3 2.88952 -0.18583 0.48678
H4 0.58584 1.78166 0.50781
H5 0.98627 0.92623 -0.97971
H6 0.65704 -1.24020 0.06436
H7 0.53842 -1.65214 2.29485
H8 1.04483 0.02228 2.55881
H9 -0.66583 -0.39550 2.52409
H10 -1.67565 0.25179 0.80388
H11 -1.11949 -2.25277 -0.49431
H12 -2.59228 -1.37793 -0.97731
H13 -2.34498 -1.91831 0.70296
O1 -0.79330 1.00483 -2.87342
H14 -0.70438 0.36338 -2.15138
H15 -1.26798 1.74343 -2.46367

=====

# 2
Molecular formula: C9H8N2OS2
Method: DFT, wB97M-V/def2-TZVPD

Output
Calculated total energy in eV: -36157.073
Highest occupied orbital energy (alpha / beta) in eV: -8.16 / -8.16
SMILES: [H]/N=C1\N=CC=CC1=C=S.O=C=S.C=C
Energy above the lowest of the compared OMol25 structures with the same formula, charge and spin in kJ/mol: 381.8

Cartesian coordinates (Å):
H1 -2.09235 0.40660 -4.05644
N1 -1.69026 0.06218 -3.15646
C1 -0.72853 0.85976 -2.92662
N2 -0.32940 2.04495 -3.51639
C2 0.89100 2.50388 -3.30737
C3 1.74904 2.07116 -2.26356
C4 1.36781 1.00527 -1.48665
C5 0.08076 0.45624 -1.72575
C6 -0.49279 -0.38900 -0.90763
S1 -1.05414 -1.59056 -0.10705
H2 1.07075 3.40247 -3.95063
H3 2.56317 2.61815 -2.12849
H4 1.92430 0.77181 -0.56293
O1 0.64649 3.80531 1.74522
C7 1.04508 2.74144 1.66761
S2 1.62871 1.35322 1.72660
C8 -1.45061 -4.19254 4.34139
C9 -0.76486 -3.16776 3.91124
H5 -1.51145 -5.08215 3.70912
H6 -1.97821 -4.15854 5.27399
H7 -0.76578 -2.25760 4.58301
H8 -0.10874 -3.26427 3.13779

=====

# 3
Molecular formula: C4H2F6O2S
Method: DFT, wB97M-V/def2-TZVPD

Output
Calculated total energy in eV: -35413.120
Highest occupied orbital energy in eV: -10.95
Energy above the lowest of the compared OMol25 structures with the same formula, charge and spin in kJ/mol: 53.8

Cartesian coordinates (Å):
C1 -0.64934 -0.47981 1.32495
C2 -1.18400 -0.45447 -0.12347
C3 0.10214 -0.16579 -0.93914
C4 0.59676 1.27879 -0.93075
O1 1.34607 -2.26708 0.78232
O2 2.02936 0.05008 1.04131
F1 -1.62959 -1.59742 -0.42034
F2 -2.15793 0.42782 -0.25873
F3 0.25807 -0.61016 -2.15293
F4 0.28610 1.80318 0.27140
F5 1.86429 1.38105 -1.16047
F6 -0.15423 1.92509 -1.86173
S1 1.00648 -0.90266 0.72313
H1 -0.56037 0.56358 1.64917
H2 -1.15380 -0.95217 2.05528

=====

# 4
Molecular formula: C6H10NO
Method: DFT, wB97M-V/def2-TZVPD

Output
Calculated total energy in eV: -9911.158
Highest occupied orbital energy in eV: -13.14
SMILES: C=[NH+]C(=C)CCC=O
Energy above the lowest of the compared OMol25 structures with the same formula, charge and spin in kJ/mol: 312.2
Charge: +1

Cartesian coordinates (Å):
C1 -1.30988 0.56834 2.34809
N1 -1.54954 0.66161 1.10739
C2 -1.16953 -0.52977 0.20664
C3 -2.22360 -1.25187 -0.17692
C4 0.21572 -0.68376 0.17614
C5 0.97428 -0.25981 -1.21190
C6 2.29097 0.38485 -0.96020
O1 2.80225 1.11373 -1.69309
H1 -1.33571 1.38416 3.09808
H2 -1.16745 -0.60506 2.69379
H3 -1.80130 1.69757 0.79814
H4 -2.11852 -1.91616 -1.03998
H5 -3.26248 -1.10524 0.09858
H6 0.75618 -0.09597 1.03411
H7 0.63716 -1.70512 0.40075
H8 0.98308 -1.13550 -1.75298
H9 0.30801 0.41110 -1.83510
H10 2.76193 0.16121 0.00643

=====

# 5
Molecular formula: C40H33I2N2O6
Method: DFT, wB97M-V/def2-TZVPD

Output
Calculated total energy in eV: -73474.772
Highest occupied orbital energy in eV: -10.97
Charge: +1

Cartesian coordinates (Å):
C1 7.17438 -2.81720 -3.68387
C2 6.09918 -2.30021 -3.80263
C3 4.89481 -1.53620 -3.72902
C4 4.78518 -0.36547 -3.04419
O1 5.69996 0.30464 -2.36183
C5 6.38361 1.28209 -3.22936
C6 7.69923 1.73723 -2.60890
C7 8.50700 0.60629 -1.98018
O2 8.43297 2.32100 -3.68506
N1 3.45152 0.01315 -3.19973
C8 2.80557 -0.87233 -3.94375
C9 1.35450 -0.76875 -4.26528
N2 3.66266 -1.84154 -4.30122
C10 3.25850 -2.96962 -5.13304
I1 4.74038 -3.46716 -6.61797
C11 2.72424 -4.15220 -4.27501
C12 3.63616 -4.54076 -3.09614
I2 2.36098 -5.84063 -5.58667
H1 8.11384 -3.29280 -3.53205
H2 5.73485 2.15176 -3.35716
H3 6.56631 0.81476 -4.19598
H4 7.55753 2.54496 -1.89187
H5 9.38919 1.05271 -1.51774
H6 8.88001 -0.06773 -2.75590
H7 7.96352 0.05206 -1.21898
H8 9.17550 1.75150 -3.89789
H9 3.06169 0.84363 -2.77834
H10 0.80258 -1.39338 -3.55546
H11 1.12359 -1.12400 -5.26600
H12 1.00234 0.25146 -4.14446
H13 2.41861 -2.62019 -5.72372
H14 1.72707 -3.87761 -3.93937
H15 3.77881 -5.61949 -3.10556
H16 3.12490 -4.31789 -2.16065
H17 4.62962 -4.10405 -3.15162
C13 -4.73783 -1.75964 1.40926
C14 -4.44373 -1.31585 0.12442
C15 -3.13179 -1.28998 -0.31790
C16 -2.10564 -1.69821 0.52676
C17 -2.40034 -2.12467 1.82479
C18 -3.71947 -2.16181 2.25822
C19 -1.31589 -2.52244 2.76320
O3 -1.56758 -2.89390 3.88859
C20 0.09356 -2.44242 2.28437
C21 1.12562 -2.76083 3.15839
C22 2.44024 -2.70474 2.72712
C23 2.72991 -2.33705 1.41703
C24 1.70470 -2.01436 0.54425
C25 0.38327 -2.05748 0.97455
C26 -0.70571 -1.67841 0.03281
O4 -0.45122 -1.35658 -1.11485
H18 -5.76444 -1.78554 1.75059
H19 -5.24046 -0.99023 -0.53099
H20 -2.90089 -0.94970 -1.31756
H21 -3.94884 -2.50030 3.25945
H22 0.89619 -3.05003 4.17465
H23 3.24216 -2.94911 3.41075
H24 3.75816 -2.29988 1.08063
H25 1.92634 -1.72417 -0.47412
C27 -8.74180 6.52890 4.16242
C28 -9.40685 5.66688 3.29642
C29 -8.81139 4.48021 2.90321
C30 -7.54290 4.15420 3.36707
C31 -6.86703 5.02940 4.22140
C32 -7.47503 6.21201 4.62350
C33 -5.49044 4.72165 4.69834
O5 -4.90294 5.47699 5.44391
C34 -4.84798 3.46186 4.22845
C35 -3.54466 3.17642 4.61780
C36 -2.93891 2.00392 4.19799
C37 -3.63579 1.10648 3.39402
C38 -4.93239 1.38876 3.00154
C39 -5.54004 2.56906 3.40910
C40 -6.92454 2.86745 2.94869
O6 -7.52761 2.08091 2.24648
H26 -9.21274 7.45158 4.47451
H27 -10.39237 5.92185 2.93000
H28 -9.32746 3.80498 2.23491
H29 -6.95341 6.88143 5.29331
H30 -3.00875 3.87428 5.24625
H31 -1.92250 1.78519 4.49888
H32 -3.16467 0.18839 3.07005
H33 -5.47488 0.69653 2.37393

=====

# 6
Molecular formula: C3H4N4O
Method: DFT, wB97M-V/def2-TZVPD

Output
Calculated total energy in eV: -11178.361
Highest occupied orbital energy in eV: -9.29
SMILES: C=N/N=c1\[nH]nco1
Energy above the lowest of the compared OMol25 structures with the same formula, charge and spin in kJ/mol: 541.1

Cartesian coordinates (Å):
C1 2.70187 0.38725 0.84386
N1 1.54631 -0.11813 0.39779
N2 0.51978 0.89009 0.68255
C2 -0.53947 0.29941 0.14001
N3 -0.91328 -1.05656 0.03766
N4 -1.97510 -1.11469 -1.05941
C3 -2.49224 -0.01803 -0.86997
O1 -1.81640 0.94142 -0.15514
H1 3.59192 -0.28902 0.90254
H2 2.69607 1.27373 1.27825
H3 0.11716 -1.39082 -0.60233
H4 -3.43661 0.19534 -1.59581

=====

Which value of calculated total energy does entry 2 give?
-36157.073 eV